Entry 1:
Density functional theory data (ωB97M-V/def2-TZVPD) for 9 unconnected molecules or ions with the total composition H18O9 at a distorted geometry.

Geometry (Å):
1 O -1.630 2.130 1.426
2 H -0.954 2.659 1.849
3 H -1.144 1.501 0.893
4 O -0.052 -1.280 2.803
5 H -0.205 -1.850 2.050
6 H -0.908 -0.894 2.989
7 O 0.412 1.313 3.540
8 H -0.542 1.385 3.556
9 H 0.579 0.415 3.254
10 O -0.270 -1.769 -2.107
11 H 0.331 -2.245 -1.534
12 H 0.288 -1.419 -2.802
13 O -0.999 2.530 -1.858
14 H -1.149 1.871 -2.536
15 H -0.893 2.025 -1.052
16 O 2.114 0.024 -0.746
17 H 2.248 0.967 -0.650
18 H 2.135 -0.127 -1.691
19 O -3.292 -0.608 -2.606
20 H -2.702 0.014 -3.031
21 H -2.953 -0.691 -1.715
22 O -0.355 0.250 0.196
23 H -0.694 -0.370 -0.450
24 H 0.566 0.011 0.298
25 O 3.635 -2.007 0.242
26 H 3.215 -2.658 -0.320
27 H 3.218 -1.179 0.003

Force components x, y, z for each atom (eV/Å):
-0.92 0.91 0.67
0.20 0.15 0.02
0.41 -0.74 -0.15
0.17 -0.30 0.49
0.11 -0.09 -0.39
-0.36 0.06 -0.09
0.28 0.74 0.46
-0.26 0.06 -0.14
0.17 -0.45 -0.28
-1.36 0.08 0.43
0.63 -0.42 0.36
0.63 0.39 -0.65
-0.12 0.52 -0.26
0.13 -0.21 -0.18
0.12 -0.24 0.32
0.29 -0.04 0.99
0.14 0.67 0.02
-0.15 -0.35 -1.12
-0.53 -0.02 -0.15
0.23 0.06 -0.10
0.21 -0.12 0.19
-0.88 0.15 0.38
0.05 -0.42 -0.69
0.61 -0.11 -0.25
0.72 -0.60 0.58
-0.18 -0.14 -0.22
-0.33 0.46 -0.24

Calculated values
E_LUMO (alpha / beta): 3.075 / 2.801 eV
expectation value of S²: 0.75
spin multiplicity: 2
net charge: -1
HOMO (alpha / beta): -0.519 / -7.931 eV

---

Entry 2:
Density functional theory data (ωB97M-V/def2-TZVPD) for 9 unconnected molecules or ions with the total composition H18O9.

Geometry (Å):
1 O 3.126 12.979 -5.259
2 H 2.192 12.742 -5.393
3 H 3.303 13.677 -5.905
4 O 3.534 17.777 -5.189
5 H 3.010 17.061 -4.808
6 H 4.442 17.573 -4.941
7 O -1.079 16.175 -6.989
8 H -1.266 17.118 -7.022
9 H -1.787 15.808 -6.448
10 O -0.797 17.631 -4.172
11 H -0.194 16.874 -4.237
12 H -0.637 18.137 -4.972
13 O 3.322 13.817 -2.718
14 H 3.326 13.654 -3.698
15 H 3.469 12.951 -2.326
16 O 0.852 15.309 -4.595
17 H 0.707 14.929 -5.472
18 H 1.412 14.668 -4.132
19 O 1.814 15.449 -0.776
20 H 1.726 14.836 -1.517
21 H 0.935 15.501 -0.383
22 O -1.511 13.149 -7.959
23 H -2.003 12.378 -7.657
24 H -0.859 13.315 -7.268
25 O 0.338 12.317 -5.855
26 H 0.146 11.476 -6.290
27 H -0.320 12.386 -5.148

Force components x, y, z for each atom (eV/Å):
-0.20 0.26 -0.37
0.10 -0.13 -0.13
0.04 -0.19 -0.01
0.01 -0.23 -0.03
-0.03 0.15 0.03
-0.07 0.05 0.03
0.06 -0.17 0.03
0.01 -0.04 -0.01
-0.01 0.11 -0.06
-0.09 -0.08 0.01
-0.07 0.12 0.00
0.12 0.05 0.09
-0.33 0.13 -0.67
0.18 -0.20 0.94
0.05 0.04 0.00
0.24 -0.47 -0.09
-0.08 0.29 0.01
-0.04 0.23 0.11
-0.28 -0.07 0.06
0.31 0.05 0.05
0.08 0.06 -0.05
-0.15 -0.07 0.03
-0.02 0.07 -0.07
0.02 -0.01 -0.14
-0.19 -0.03 0.25
0.16 0.08 -0.02
0.16 0.00 0.01

Calculated values
E_LUMO: -0.453 eV
SMILES string: O.O.O.O.O.O.O.O.O
spin multiplicity: 1
HOMO: -10.819 eV

---

Entry 3:
Density functional theory data (ωB97M-V/def2-TZVPD) for 9 unconnected molecules or ions with the total composition H18O9 at a distorted geometry.

Geometry (Å):
1 H 1.071 -0.234 -1.122
2 H -0.213 -0.458 -0.184
3 H -2.022 -3.216 2.957
4 H -1.989 -1.946 2.150
5 H -1.550 2.270 1.695
6 H -1.783 3.158 3.016
7 H 2.997 -1.193 -5.207
8 H 3.911 -2.173 -4.724
9 H 1.239 1.536 -4.913
10 H 0.269 1.845 -3.677
11 H -1.239 -3.322 1.003
12 H -1.221 -2.948 -0.475
13 H 0.648 1.775 -0.077
14 H 0.506 1.267 1.313
15 H 1.728 -0.019 3.829
16 H 2.105 -0.892 5.042
17 H -2.159 1.680 -0.387
18 H -1.716 2.630 -1.336
19 O 0.336 -0.827 -0.943
20 O -1.769 -2.298 3.077
21 O -1.726 2.290 2.648
22 O 2.961 -2.007 -4.744
23 O 1.051 2.128 -4.126
24 O -1.807 -3.063 0.289
25 O 0.292 2.043 0.757
26 O 1.467 -0.242 4.738
27 O -1.386 2.219 -0.601

Force components x, y, z for each atom (eV/Å):
-0.10 0.09 0.18
1.29 -0.44 -1.60
-0.17 -0.31 0.41
0.37 -0.40 2.05
0.22 0.91 0.47
0.09 0.87 -0.32
-0.61 1.43 -0.77
-0.02 -0.61 0.34
-0.78 0.97 1.68
-0.76 -0.64 0.08
0.70 -0.31 0.46
-0.12 0.01 0.22
0.09 0.16 -0.93
0.03 0.77 0.17
-0.10 -0.17 0.54
0.04 -0.02 -0.07
0.18 -0.28 0.37
-1.15 2.14 -3.30
-1.25 0.22 1.35
-0.37 0.72 -2.30
-0.28 -1.67 -0.08
0.65 -0.82 0.43
1.51 -0.36 -1.72
-0.35 0.34 -0.87
1.81 -1.24 2.45
0.09 0.20 -0.43
-0.99 -1.57 1.19

Calculated values
E_LUMO: -0.053 eV
SMILES string: O.O.O.O.O.O.O.O.O
spin multiplicity: 1
HOMO: -10.844 eV

---

Entry 4:
Density functional theory data (ωB97M-V/def2-TZVPD) for 9 unconnected molecules or ions with the total composition H18O9 at a distorted geometry.

Geometry (Å):
1 H 0.715 0.499 -0.427
2 H -0.468 -0.410 -0.137
3 H 0.236 3.235 -2.862
4 H 1.661 3.026 -3.345
5 H -2.509 -0.928 0.213
6 H -3.773 -0.308 -0.360
7 H -2.138 0.807 -2.730
8 H -0.903 0.056 -3.199
9 H 2.666 0.882 2.607
10 H 2.576 -0.126 3.741
11 H -0.911 -1.321 -1.637
12 H 0.573 -1.071 -1.423
13 H -2.212 3.345 0.254
14 H -1.265 3.287 -0.933
15 H -0.492 -2.394 2.854
16 H -1.025 -3.777 2.518
17 H 4.065 -2.656 1.868
18 H 3.051 -1.922 2.729
19 O -0.243 0.448 -0.516
20 O 1.153 3.391 -2.612
21 O -3.287 -1.139 -0.315
22 O -1.252 0.553 -2.451
23 O 3.099 0.098 2.963
24 O -0.075 -1.780 -1.502
25 O -1.304 3.124 0.016
26 O -1.299 -2.921 2.866
27 O 3.362 -1.999 1.820

Force components x, y, z for each atom (eV/Å):
0.03 0.33 0.46
0.25 0.19 0.27
0.10 -0.11 0.03
-0.02 0.04 0.09
-0.16 -0.07 0.09
0.06 -0.09 0.02
-0.12 -0.06 -0.17
-0.01 0.01 -0.20
0.03 0.00 0.00
0.01 0.30 0.10
0.04 0.02 -0.23
-0.28 -0.36 -0.35
0.10 0.03 0.04
0.13 -0.14 0.14
-0.07 -0.05 -0.02
-0.08 0.07 -0.02
-0.09 -0.07 -0.15
0.20 0.14 -0.40
1.09 0.74 2.29
-0.05 -0.01 -0.15
0.05 0.13 -0.07
-1.13 0.34 -1.86
-0.36 0.85 0.66
0.26 -1.34 -0.32
-0.32 0.26 -0.02
0.18 0.02 -0.01
0.16 -1.18 -0.21

Calculated values
E_LUMO: 0.112 eV
SMILES string: O.O.O.O.O.O.O.O.O
spin multiplicity: 1
HOMO: -10.378 eV

---

Entry 5:
Density functional theory data (ωB97M-V/def2-TZVPD) for 9 unconnected molecules or ions with the total composition H18O9 at a distorted geometry.

Geometry (Å):
1 H 0.088 0.825 -0.193
2 H -0.829 0.506 0.976
3 H 3.245 -2.560 -0.060
4 H 3.729 -1.308 -0.774
5 H -5.511 -1.562 1.348
6 H -4.863 -2.319 0.200
7 H 3.070 0.578 -0.479
8 H 2.987 0.291 -1.969
9 H -3.947 1.234 -0.370
10 H -4.568 2.282 0.539
11 H -1.250 -2.870 -2.591
12 H -0.920 -3.720 -1.376
13 H 2.218 -2.878 2.550
14 H 3.111 -1.701 2.905
15 H 3.337 3.665 -0.212
16 H 4.006 3.404 1.128
17 H -1.726 2.681 -1.229
18 H -2.796 2.713 -0.150
19 O -0.502 1.241 0.445
20 O 3.693 -2.267 -0.862
21 O -4.655 -1.862 1.023
22 O 2.439 0.500 -1.204
23 O -4.370 2.100 -0.386
24 O -0.508 -3.189 -2.066
25 O 2.187 -1.972 2.878
26 O 4.199 3.661 0.219
27 O -1.861 2.525 -0.287

Force components x, y, z for each atom (eV/Å):
0.27 -0.19 0.06
0.16 -0.11 0.04
-0.07 0.05 -0.16
-0.19 -0.27 -0.04
0.08 -0.02 0.03
0.05 0.02 0.07
-0.14 0.33 0.06
-0.17 0.08 -0.13
0.02 -0.08 -0.04
-0.24 -0.07 -0.01
0.12 0.01 0.01
0.09 0.04 -0.04
-0.08 0.03 0.10
-0.08 0.03 0.08
0.03 0.02 -0.01
0.03 0.08 -0.06
-0.08 0.10 0.03
0.05 0.46 -0.54
2.87 -2.70 1.46
0.25 -0.04 0.20
-0.14 0.04 -0.13
0.24 -0.05 0.09
-0.95 -0.17 0.23
-0.22 -0.05 0.03
0.19 -0.10 -0.18
-0.11 -0.16 0.07
-1.99 2.69 -1.25

Calculated values
E_LUMO: 0.151 eV
SMILES string: O.O.O.O.O.O.O.O.O
spin multiplicity: 1
HOMO: -8.784 eV

---

Entry 6:
Density functional theory data (ωB97M-V/def2-TZVPD) for 9 unconnected molecules or ions with the total composition H18O9 at a distorted geometry.

Geometry (Å):
1 O 2.292 -1.760 -3.058
2 H 2.421 -1.161 -2.319
3 H 2.356 -2.675 -2.779
4 O 2.209 1.546 0.332
5 H 2.328 2.450 0.686
6 H 2.837 1.105 0.928
7 O -1.470 -0.595 4.334
8 H -0.706 -1.134 4.582
9 H -2.081 -1.250 3.962
10 O -2.756 0.335 1.050
11 H -2.587 0.812 1.873
12 H -1.891 0.433 0.628
13 O -2.793 3.795 -0.861
14 H -3.252 3.211 -1.471
15 H -1.880 4.044 -0.993
16 O 0.771 -4.261 2.574
17 H 0.195 -3.648 3.057
18 H 0.831 -3.823 1.715
19 O 1.950 -1.727 0.140
20 H 1.327 -1.001 -0.017
21 H 2.252 -1.780 -0.781
22 O 0.209 0.535 -1.055
23 H 0.746 0.943 -0.343
24 H 0.023 1.213 -1.709
25 O -0.488 1.952 -3.448
26 H -1.082 1.444 -2.885
27 H -0.940 2.004 -4.304

Force components x, y, z for each atom (eV/Å):
-0.06 0.16 -0.56
0.02 -0.02 -0.14
0.07 0.02 0.31
1.11 0.99 1.32
-0.52 -0.24 -0.62
-0.27 -0.62 -0.40
0.01 -0.59 -0.15
-0.09 0.28 0.04
0.07 0.36 0.06
0.57 0.27 0.27
-0.38 -0.09 0.08
-0.12 -0.23 -0.40
-0.95 0.48 1.26
1.03 0.13 -0.32
-0.06 -0.61 -0.95
-0.42 0.60 0.00
0.23 -0.40 -0.02
0.24 -0.15 -0.05
-0.09 0.58 -0.78
-0.35 -0.13 0.49
0.24 -0.69 0.62
-0.30 -0.37 0.68
-0.24 0.17 -0.70
0.71 0.06 0.22
-0.27 0.15 -0.19
-0.41 -0.07 -0.40
0.22 -0.04 0.32

Calculated values
E_LUMO: -0.049 eV
SMILES string: O.O.O.O.O.O.O.O.O
spin multiplicity: 1
HOMO: -11.199 eV

---

The calculation returns the following calculated total energy values, one per record and in order: -18719.8570, -18719.8788, -18717.9002, -18717.4371, -18717.4222, -18718.9125 eV.
The calculation returns the following molar mass values, one per record and in order: 162.14, 162.14, 162.13, 162.13, 162.13, 162.14 g mol⁻¹.
The calculation returns the following energy relative to the best compared isomer or geometry (same formula, charge and spin) values, one per record and in order: 8.9, 52.0, 97.7, 108.3, 108.7, 74.3 kcal/mol.